A molecular structure, C32H43BCrIN2P2Si2 at a distorted geometry. Source: the OMol25 dataset; level of theory: wB97M-V/def2-TZVPD.

Output
molecular weight	763.5	g mol⁻¹
E	-3983.411216	hartree
expectation value of S²	0.882
spin multiplicity	2
max |F|	2.64	eV/A
HOMO level (alpha / beta)	-8.763 / -8.662	eV
relative energy (zero: lowest compared OMol25 entry of this formula, charge and spin)	42.9	kcal/mol

```
84
Properties=species:S:1:pos:R:3:forces:R:3:lowdin_charge:R:1
H -2.720 4.444 1.310 0.175 0.205 -0.093 0.022
H -0.219 -2.973 0.591 0.143 -0.027 0.064 -0.028
H -2.254 -2.866 -3.121 0.025 0.165 -0.262 0.000
C -1.267 -3.269 0.606 -0.257 0.440 -0.354 -0.210
H -1.805 -4.248 -2.158 0.166 -0.105 0.140 0.013
H 4.905 -0.656 4.590 0.073 0.007 0.080 0.104
H 4.137 -2.782 3.604 0.057 -0.076 0.045 0.106
H -3.488 -3.785 -2.282 -0.334 -0.080 -0.001 0.027
H 4.529 -0.051 -5.821 0.055 0.042 -0.054 0.104
H -3.339 -1.020 -3.946 -0.183 -0.210 0.025 0.018
C -4.235 1.068 -1.663 0.697 -0.329 -0.011 -0.164
H 1.168 -4.643 -4.098 -0.018 -0.005 -0.144 0.109
H -0.466 2.078 -2.709 0.125 -0.066 -0.043 0.004
C 4.281 -0.648 3.710 0.019 -0.064 0.065 -0.076
H -0.601 -0.885 -1.768 -0.346 0.076 -0.049 -0.090
H -1.524 2.803 -1.491 0.024 0.093 0.157 0.020
H 1.668 -7.058 -4.079 -0.017 -0.013 -0.035 0.106
C -2.640 -0.192 -3.959 0.159 0.189 0.722 -0.172
Cr -0.734 0.153 0.633 0.653 -1.460 -0.660 0.102
H -3.012 0.539 -4.668 -0.104 0.264 -0.120 0.028
C 3.890 0.558 3.149 -0.013 0.072 0.051 -0.069
C 3.077 0.568 2.032 -0.021 -0.036 -0.125 -0.104
H 2.088 -4.411 0.061 0.024 0.060 0.098 0.079
H -1.305 -4.333 0.390 -0.078 -0.211 -0.209 0.028
H 2.945 -2.137 -0.792 -0.159 0.027 0.144 0.070
C 4.253 1.684 -2.001 0.079 -0.139 0.069 -0.072
H 2.387 -8.147 -1.979 0.012 -0.065 -0.015 0.103
H 5.263 1.571 -2.365 0.076 -0.021 -0.051 0.110
H -4.738 -1.603 -0.586 -0.163 0.093 -0.194 0.017
C -3.993 -1.898 0.143 0.678 -0.090 -0.413 -0.165
H -4.320 1.141 -0.585 -0.064 -0.008 0.183 0.008
C 2.666 -0.632 1.456 -0.341 0.040 0.183 -0.405
C 2.175 -7.088 -1.997 0.029 -0.056 0.051 -0.085
H -1.966 2.846 -3.181 -0.177 0.075 -0.163 0.031
H -3.515 3.489 2.854 -0.003 -0.013 0.344 0.026
H -4.518 3.614 1.159 -0.257 -0.091 -0.201 0.018
H 2.690 -2.769 1.618 -0.019 -0.061 -0.011 0.087
C 3.579 2.881 -2.185 -0.098 0.038 0.005 -0.072
C -2.727 2.280 1.253 0.937 -1.078 -0.271 -0.167
C 3.873 -0.569 -5.136 -0.005 0.023 -0.025 -0.082
H -4.499 2.041 -2.070 0.066 0.173 -0.133 0.036
N 1.935 -2.008 -0.719 -0.419 0.054 -0.005 -0.372
H -1.692 -0.564 -4.332 0.274 -0.092 -0.079 0.019
B -3.437 3.549 1.662 -0.352 0.588 0.133 -0.391
H -3.894 -1.086 0.860 0.050 0.120 0.133 0.025
H 2.753 1.510 1.605 0.070 -0.005 0.040 0.110
C 1.682 1.985 -1.033 -0.175 -0.328 0.149 -0.117
H 2.487 1.055 -4.986 -0.043 0.101 -0.019 0.109
C 1.772 -6.476 -3.174 0.014 -0.079 -0.105 -0.080
C -2.479 -3.398 -2.207 0.086 0.474 0.443 -0.172
H 4.061 3.699 -2.699 0.033 0.068 -0.045 0.106
P 1.487 -0.568 0.064 1.487 -0.182 -0.082 0.884
H 4.180 -0.295 -1.200 0.031 -0.047 -0.028 0.113
C -1.502 2.231 -2.416 -0.284 -0.717 0.110 -0.173
H -1.633 -3.135 1.619 -0.037 0.126 0.123 -0.013
C 1.647 -4.357 -2.032 -0.395 0.038 -0.040 -0.381
H 0.985 -0.138 -3.444 -0.079 0.077 0.018 0.089
I -0.462 -0.643 3.128 -0.178 0.087 -0.650 0.387
C 1.499 -5.122 -3.187 -0.004 0.052 0.006 -0.119
H 1.771 3.972 -1.838 -0.061 0.026 0.030 0.113
C 2.726 0.051 -4.669 -0.019 0.108 -0.085 -0.083
C 1.887 -0.620 -3.800 -0.129 -0.123 -0.123 -0.116
H 4.207 1.490 3.591 0.028 0.074 0.033 0.108
C 3.639 0.632 -1.346 -0.040 0.011 0.030 -0.087
H 2.595 -6.825 0.079 0.005 0.007 0.088 0.105
C 2.293 -6.341 -0.838 0.069 -0.196 -0.003 -0.079
C 3.855 -1.842 3.155 0.074 -0.037 0.068 -0.075
Si -2.305 -2.270 -0.669 -0.155 -0.468 0.362 0.470
C 2.188 -1.912 -3.378 -0.318 -0.227 0.048 -0.351
C -1.464 -0.621 -1.143 0.199 0.282 0.750 -0.479
H 3.593 -3.530 -3.530 0.013 -0.043 0.005 0.100
C 2.340 0.772 -0.868 -0.426 0.028 0.072 -0.357
C 2.291 3.034 -1.700 0.012 0.244 -0.053 -0.065
C 3.341 -2.528 -3.849 0.015 0.002 0.078 -0.090
H 0.676 2.102 -0.621 0.133 0.136 -0.176 0.079
N -2.091 1.335 0.977 -1.903 1.749 0.540 -0.032
H 5.071 -2.339 -5.085 0.097 -0.066 -0.064 0.104
C 2.022 -4.984 -0.851 0.032 0.170 -0.006 -0.093
P 1.073 -2.627 -2.094 0.845 -0.054 -0.002 1.039
H -4.376 -2.765 0.673 0.011 -0.225 0.083 0.031
Si -2.477 0.586 -2.220 -0.118 0.641 -0.327 0.484
H -4.970 0.355 -2.019 -0.137 -0.198 -0.049 0.023
C 3.046 -1.837 2.033 -0.110 0.063 -0.167 -0.109
C 4.174 -1.857 -4.726 0.188 -0.010 -0.028 -0.078
```
Forces are in eV/Å.